Record 1
Computed, not measured: a cluster of 2 separate species, C5H7P in total, with the ωB97M-V functional and the def2-TZVPD basis.

Each line ends with the Löwdin charge.
Cartesian coordinates (Å):
C: 4.083 0.482 0.006  -0.1274
C: 3.088 -0.184 0.034  -0.2233
C: -0.181 -0.640 0.070  -0.7715
C: -1.615 -1.022 -0.151  -0.1540
C: 0.074 0.818 0.266  -0.1492
P: 1.009 -1.812 0.109  1.0212
H: 4.907 1.135 -0.061  -0.0196
H: -1.739 -2.099 -0.251  0.0580
H: -2.237 -0.672 0.674  0.0841
H: -1.983 -0.547 -1.064  0.0891
H: 1.134 1.000 0.439  0.0155
H: -0.503 1.176 1.122  0.0879
H: -0.244 1.389 -0.609  0.0894

Computed properties:
Kohn-Sham gap, eV: 8.57
Energy above the lowest of the compared OMol25 structures with the same formula, charge and spin, eV: 3.7414
Max |F|, eV/A: 4.31
Charge: 0
LUMO level, hartree: -0.031
Calculated total energy, Eh: -535.87702

=====

Record 2
Computed, not measured: an isolated molecule of C8H14N4O5, with the ωB97M-V functional and the def2-TZVPD basis.

Each line ends with the Löwdin charge.
Cartesian coordinates (Å):
C: -1.640 -1.307 -0.298  -0.3423
C: -0.435 -0.953 0.552  -0.4237
C: -2.838 -0.426 0.118  -0.0592
C: -2.690 1.031 -0.327  -0.4843
C: 1.516 0.513 0.932  -0.2122
C: 1.941 1.881 0.531  -0.4852
C: 2.706 -0.461 0.908  -0.0292
C: 3.099 -0.926 -0.506  -0.5141
H: -2.014 -2.914 0.762  0.0786
H: -1.234 -3.231 -0.567  0.0751
H: -1.419 -1.061 -1.335  0.1488
H: -2.954 -0.478 1.206  0.1319
H: -3.753 -0.887 -0.256  0.1248
H: -4.597 1.445 0.481  0.1194
H: -3.765 2.758 -0.224  0.1020
H: 0.338 0.605 -0.733  0.1052
H: 1.216 0.596 1.958  0.1605
H: 3.572 0.080 1.329  0.1366
H: 2.506 -1.429 1.436  0.1382
H: 3.353 -0.373 -2.403  0.1277
H: 2.033 0.459 -1.710  0.0869
H: 1.612 3.233 -0.717  0.1666
N: -1.977 -2.679 -0.215  0.0670
N: -3.755 1.792 0.021  0.1603
N: 0.396 0.039 0.113  0.1135
N: 2.891 -0.061 -1.533  0.1655
O: -0.169 -1.576 1.568  0.0714
O: -1.696 1.440 -0.954  0.0264
O: 2.765 2.576 1.093  0.1184
O: 3.697 -1.991 -0.665  0.0425
O: 1.294 2.306 -0.565  0.0830

Computed properties:
Kohn-Sham gap, eV: 10.07
Energy above the lowest of the compared OMol25 structures with the same formula, charge and spin, eV: 0.9846
Max |F|, eV/A: 2.31
Charge: 0
LUMO level, hartree: 0.016
Calculated total energy, Eh: -908.54945
Structure (SMILES): NC(=O)C[C@H](NC(=O)[C@@H](N)CC(N)=O)C(=O)O

=====

Record 3
Computed, not measured: a cluster of 6 separate species, C6H18N6O12 in total, with the ωB97M-V functional and the def2-TZVPD basis.

Each line ends with the Löwdin charge.
Cartesian coordinates (Å):
C: 17.260 -4.862 -13.262  0.0569
N: 18.337 -3.856 -12.924  -0.4210
O: 19.152 -4.264 -12.103  0.0637
O: 18.393 -2.795 -13.509  0.0394
H: 17.591 -5.397 -14.152  0.1044
H: 16.501 -4.129 -13.534  0.0770
H: 16.967 -5.467 -12.404  0.1023
C: 17.883 -2.408 -17.092  0.0459
N: 16.887 -2.365 -16.013  -0.4406
O: 16.548 -1.237 -15.705  0.0683
O: 16.343 -3.418 -15.756  0.0551
H: 17.469 -3.053 -17.867  0.1081
H: 18.783 -2.841 -16.656  0.0896
H: 18.008 -1.378 -17.426  0.1006
C: 23.460 -1.358 -19.611  0.0309
N: 24.892 -1.526 -19.944  -0.4576
O: 25.163 -2.303 -20.818  0.0775
O: 25.716 -0.947 -19.239  0.0457
H: 23.132 -2.277 -19.125  0.0890
H: 22.974 -1.291 -20.584  0.0989
H: 23.233 -0.445 -19.060  0.0946
C: 21.476 -2.178 -14.790  0.0490
N: 21.606 -2.279 -16.271  -0.4065
O: 22.034 -3.340 -16.741  0.0445
O: 21.313 -1.328 -16.983  0.0468
H: 22.439 -1.875 -14.378  0.1077
H: 20.948 -3.051 -14.407  0.0931
H: 20.712 -1.411 -14.655  0.0594
C: 18.863 0.737 -14.467  0.0450
N: 17.748 1.068 -13.538  -0.4574
O: 17.297 0.262 -12.776  0.0771
O: 17.273 2.177 -13.627  0.0584
H: 19.360 -0.114 -14.002  0.0673
H: 19.487 1.622 -14.591  0.1050
H: 18.447 0.394 -15.415  0.0835
C: 25.108 -3.519 -15.204  0.0416
N: 24.066 -4.505 -14.877  -0.4366
O: 23.992 -5.518 -15.594  0.0561
O: 23.315 -4.227 -13.954  0.0370
H: 25.192 -2.824 -14.369  0.1003
H: 24.678 -3.083 -16.106  0.0939
H: 26.050 -4.041 -15.372  0.1060

Computed properties:
Kohn-Sham gap, eV: 10.12
Energy above the lowest of the compared OMol25 structures with the same formula, charge and spin, eV: 0.8694
Max |F|, eV/A: 2.69
Charge: 0
LUMO level, hartree: -0.025
Calculated total energy, Eh: -1470.22443
Structure (SMILES): C[N+](=O)[O-].C[N+](=O)[O-].C[N+](=O)[O-].C[N+](=O)[O-].C[N+](=O)[O-].C[N+](=O)[O-]

=====

Question: Number 3 is which compound?
Answer: C6H18N6O12

=====

Repeat the second record exactly.
Computed, not measured: an isolated molecule of C8H14N4O5, with the ωB97M-V functional and the def2-TZVPD basis.

Each line ends with the Löwdin charge.
Cartesian coordinates (Å):
C: -1.640 -1.307 -0.298  -0.3423
C: -0.435 -0.953 0.552  -0.4237
C: -2.838 -0.426 0.118  -0.0592
C: -2.690 1.031 -0.327  -0.4843
C: 1.516 0.513 0.932  -0.2122
C: 1.941 1.881 0.531  -0.4852
C: 2.706 -0.461 0.908  -0.0292
C: 3.099 -0.926 -0.506  -0.5141
H: -2.014 -2.914 0.762  0.0786
H: -1.234 -3.231 -0.567  0.0751
H: -1.419 -1.061 -1.335  0.1488
H: -2.954 -0.478 1.206  0.1319
H: -3.753 -0.887 -0.256  0.1248
H: -4.597 1.445 0.481  0.1194
H: -3.765 2.758 -0.224  0.1020
H: 0.338 0.605 -0.733  0.1052
H: 1.216 0.596 1.958  0.1605
H: 3.572 0.080 1.329  0.1366
H: 2.506 -1.429 1.436  0.1382
H: 3.353 -0.373 -2.403  0.1277
H: 2.033 0.459 -1.710  0.0869
H: 1.612 3.233 -0.717  0.1666
N: -1.977 -2.679 -0.215  0.0670
N: -3.755 1.792 0.021  0.1603
N: 0.396 0.039 0.113  0.1135
N: 2.891 -0.061 -1.533  0.1655
O: -0.169 -1.576 1.568  0.0714
O: -1.696 1.440 -0.954  0.0264
O: 2.765 2.576 1.093  0.1184
O: 3.697 -1.991 -0.665  0.0425
O: 1.294 2.306 -0.565  0.0830

Computed properties:
Kohn-Sham gap, eV: 10.07
Energy above the lowest of the compared OMol25 structures with the same formula, charge and spin, eV: 0.9846
Max |F|, eV/A: 2.31
Charge: 0
LUMO level, hartree: 0.016
Calculated total energy, Eh: -908.54945
Structure (SMILES): NC(=O)C[C@H](NC(=O)[C@@H](N)CC(N)=O)C(=O)O

=====

Question: Which of these has the lowest energy above the lowest of the compared OMol25 structures with the same formula, charge and spin?
Answer: C6H18N6O12